50
Properties=species:S:1:pos:R:3:forces:R:3 method="wB97M-V/def2-TZVPD" s2=3.770 multiplicity=4 e_above_lowest_kcal_mol=63.2 e_lumo_ev="-0.065 / -0.080" total_energy_ev=-130359.5745 homo_energy_ev="-5.481 / -5.960"
P -0.181476 -1.876163 -1.268288 -0.6 0.2 -0.3
P 0.221950 2.085249 -1.048716 0.5 0.0 0.0
C -0.363529 -0.471877 -2.489809 0.0 -0.3 -0.5
C 0.556292 0.773013 -2.306484 -0.1 -0.3 -0.5
H -1.429030 -0.182485 -2.507513 0.4 0.0 0.0
H -0.133796 -0.936271 -3.465015 -0.1 0.5 0.0
H 1.611938 0.466450 -2.177581 -0.4 0.2 0.0
H 0.515133 1.332555 -3.261385 0.1 0.0 0.3
C -1.348717 2.863419 -1.484259 -0.1 0.0 -0.2
H -1.707657 3.512164 -0.673551 0.2 -0.3 -0.1
H -2.114121 2.106946 -1.718349 0.3 0.3 0.2
H -1.163645 3.482128 -2.373805 -0.1 -0.2 0.2
C 1.499832 3.298340 -1.412433 0.1 0.3 -0.7
H 1.203588 3.828811 -2.327202 0.4 0.0 0.1
H 2.458272 2.787648 -1.566399 -0.2 0.2 0.0
H 1.595798 4.015450 -0.589576 -0.1 -0.2 -0.2
C -1.382040 -3.058067 -1.949454 0.3 0.0 -0.7
H -1.491154 -3.903394 -1.260180 0.0 0.2 -0.2
H -0.978331 -3.398996 -2.910855 -0.5 -0.3 -0.1
H -2.345860 -2.552758 -2.091104 0.2 -0.2 0.1
C 1.414614 -2.543566 -1.862414 -0.2 -0.3 -0.5
H 2.180994 -1.757459 -1.890564 -0.1 -0.3 0.1
H 1.247262 -2.928460 -2.879274 0.4 0.0 0.1
H 1.740511 -3.363490 -1.211347 0.0 0.2 -0.2
V -0.007966 -0.008668 2.816819 -2.0 -0.3 0.5
C 0.338511 1.909092 0.774940 -0.8 -1.3 1.2
C -1.001902 1.412975 1.296810 0.7 0.8 1.1
C -1.691819 0.353034 0.541200 -0.9 -0.3 -1.4
C -2.069359 -0.955445 1.285982 -0.5 0.9 -0.6
C -0.880260 -1.730199 1.736166 1.5 0.0 0.3
C 0.470546 -1.633710 1.335712 -1.0 -0.4 1.6
C 1.235810 -0.498547 0.707104 1.2 0.1 -1.1
C 1.401776 0.913498 1.346351 0.9 0.5 -2.0
C 1.227430 -0.854750 4.211207 0.4 -0.2 0.3
H 0.575302 2.939355 1.098280 -0.2 -0.3 -0.1
H -1.664298 2.200247 1.678948 0.4 -0.2 -0.1
H -1.083271 0.061853 -0.339397 -0.3 0.0 0.5
H -2.601865 0.763021 0.060979 -0.2 -0.4 0.2
H -2.705391 -0.701499 2.150234 0.3 -0.1 -0.2
H -2.728482 -1.549586 0.626276 0.3 -0.2 0.0
H -1.114075 -2.574908 2.397301 0.2 0.2 -0.4
H 1.125979 -2.471234 1.635570 -0.5 0.6 0.0
H 0.902125 -0.273948 -0.320219 -0.1 -0.1 0.6
H 2.245455 -0.895227 0.474848 -0.3 0.2 0.6
H 1.421466 0.866643 2.468619 1.3 0.9 -0.6
H 2.426512 1.223851 1.072837 -0.2 -0.1 0.5
H 1.773397 -0.053587 4.739037 0.0 -0.5 0.2
H 1.902574 -1.599084 3.759968 0.1 0.1 0.5
H 0.472166 -1.320399 4.872712 0.6 0.0 0.0
Br -1.577189 0.898032 4.297271 -1.0 0.4 1.6